Record 1
A structure of composition C4H16FO4V in a non-equilibrium geometry, computed with ωB97M-V with the def2-TZVPD basis set.

Properties
E = -40982.1263 eV
Largest force on an atom = 0.0604 hartree/bohr
Charge = +2
Kohn-Sham gap (alpha / beta) = 8.33 / 4.43 eV
E_HOMO (alpha / beta) = -16.81 / -16.10 eV
2S+1 = 5
Lowest unoccupied orbital energy (alpha / beta) = -8.47 / -11.67 eV
Energy relative to the best compared isomer or geometry (same formula, charge and spin) = 18.3 kcal/mol

Geometry (Å):
V: 1.4846 0.5751 1.6920
F: 0.4276 -0.8931 0.6645
C: 1.0567 -1.8078 -2.6738
O: -0.1883 -1.6920 -2.0223
H: 1.0462 -2.6932 -3.3049
H: 1.2400 -0.9240 -3.3007
H: 1.9093 -1.8657 -1.9891
H: -0.0780 -1.4002 -1.1110
C: -0.8445 2.3308 2.6700
O: -0.2883 1.7447 1.4612
H: -1.4140 3.2300 2.4379
H: -1.5785 1.6473 3.1025
H: -0.0904 2.5752 3.4153
H: -0.8807 1.9484 0.7287
C: -2.3381 -2.4710 0.7814
O: -1.0494 -3.0043 0.8231
H: -2.9965 -3.2866 0.4906
H: -2.6222 -2.1030 1.7837
H: -2.3694 -1.6265 0.0842
H: -0.3518 -2.2769 0.7632
C: 1.3857 2.2490 -1.1519
O: 2.0787 1.3205 -0.2854
H: 0.8525 3.0156 -0.5994
H: 2.1258 2.8164 -1.7250
H: 0.7684 1.7360 -1.8892
H: 2.7146 0.8553 -0.8455

Forces on atoms 1 to 3 (eV/Å):
-1.55 -0.40 -2.66
0.70 0.45 1.13
0.64 0.31 -0.20



Record 2
A cluster of 2 separate species, C4H10O in total in a non-equilibrium geometry, computed with ωB97M-V with the def2-TZVPD basis set.

Properties
SMILES string = C=C(C)C.O
E = -6356.8285 eV
Largest force on an atom = 0.0304 hartree/bohr
Kohn-Sham gap = 9.91 eV
E_HOMO = -9.17 eV
Lowest unoccupied orbital energy = 0.74 eV
Energy relative to the best compared isomer or geometry (same formula, charge and spin) = 22.5 kcal/mol

Geometry (Å):
C: 0.3467 0.1620 1.7074
C: 0.0718 -0.7198 0.7320
C: -1.2934 -1.4971 0.6735
C: 1.1098 -0.9386 -0.3027
H: 1.3290 0.6349 1.8203
H: -0.4522 0.4782 2.3877
H: -1.9849 -0.9297 0.0282
H: -1.7356 -1.5740 1.6811
H: -1.1805 -2.5135 0.2603
H: 0.8182 -0.3315 -1.1761
H: 1.1696 -1.9954 -0.6130
H: 2.1087 -0.6138 0.0339
O: 0.0201 3.1125 -2.7544
H: -0.7242 2.8259 -2.1781
H: 0.3967 3.8999 -2.3001

Forces on atoms 1 to 3 (eV/Å):
-0.84 -0.20 -0.12
-0.55 -0.05 1.46
0.93 0.94 -0.09



Record 3
A cluster of 4 separate species, C24H20N4O8 in total in a non-equilibrium geometry, computed with ωB97M-V with the def2-TZVPD basis set.

Properties
SMILES string = O=[N+]([O-])c1ccccc1.O=[N+]([O-])c1ccccc1.O=[N+]([O-])c1ccccc1.O=[N+]([O-])c1ccccc1
E = -47538.9850 eV
Largest force on an atom = 0.0872 hartree/bohr
Kohn-Sham gap = 8.51 eV
E_HOMO = -9.72 eV
Lowest unoccupied orbital energy = -1.20 eV
Energy relative to the best compared isomer or geometry (same formula, charge and spin) = 247.4 kcal/mol

Geometry (Å):
O: -0.8494 7.2386 0.0818
N: -0.5275 7.5419 1.2015
O: -0.4163 8.6821 1.6760
C: -0.3285 6.4078 2.0238
C: -0.1817 6.6376 3.3930
C: -0.0002 5.4733 4.1624
C: -0.0439 4.1829 3.5619
C: -0.0797 3.9765 2.1759
C: -0.2763 5.1623 1.4286
H: -0.2071 7.6356 3.8049
H: 0.2442 5.6564 5.1983
H: 0.1245 3.3117 4.1776
H: -0.0764 2.9800 1.7595
H: -0.5268 4.8471 0.4265
O: -0.2241 -4.4279 -11.4207
N: 0.4496 -4.4466 -10.3355
O: 1.5866 -4.8905 -10.1144
C: -0.2799 -3.7341 -9.2528
C: -1.6243 -3.3459 -9.3109
C: -2.0929 -2.4680 -8.3725
C: -1.3658 -2.0360 -7.2710
C: -0.0857 -2.4869 -7.1498
C: 0.5258 -3.2443 -8.1287
H: -2.2437 -3.6393 -10.1455
H: -3.1209 -2.1419 -8.4297
H: -1.7853 -1.3548 -6.5455
H: 0.5664 -2.0761 -6.3932
H: 1.5417 -3.6071 -8.0747
O: -0.2632 0.4955 5.1478
N: 0.5719 -0.3532 5.3060
O: 1.5472 -0.4572 4.4998
C: 0.4099 -1.4722 6.3752
C: -0.4927 -1.4814 7.4771
C: -0.3944 -2.4360 8.4631
C: 0.5007 -3.4873 8.2713
C: 1.2384 -3.6563 7.1154
C: 1.3604 -2.5619 6.3156
H: -1.2538 -0.7191 7.5553
H: -1.0538 -2.4338 9.3184
H: 0.5558 -4.3080 8.9712
H: 1.8275 -4.5562 7.0170
H: 1.9680 -2.6795 5.4306
O: 0.1970 -0.6852 -3.9530
N: 1.0114 -0.9116 -3.0246
O: 2.0160 -1.6589 -3.2392
C: 0.5469 -0.6601 -1.6219
C: 1.3954 -1.0153 -0.4945
C: 1.0221 -0.6675 0.8078
C: -0.1856 0.0760 0.9264
C: -0.9146 0.4550 -0.1430
C: -0.5031 0.1527 -1.4483
H: 2.3273 -1.5585 -0.5488
H: 1.4788 -0.9423 1.7471
H: -0.5938 0.3412 1.8905
H: -1.8565 0.9683 -0.0178
H: -1.1653 0.3784 -2.2711

Forces on atoms 1 to 3 (eV/Å):
-0.23 1.30 -1.37
-0.45 1.28 0.05
-0.10 -1.34 -0.90



Record 4
A structure of composition C3H7N3O in a non-equilibrium geometry, computed with ωB97M-V with the def2-TZVPD basis set.

Properties
E = -9739.0522 eV
Largest force on an atom = 0.0436 hartree/bohr
Kohn-Sham gap = 10.22 eV
E_HOMO = -9.38 eV
Lowest unoccupied orbital energy = 0.84 eV
Energy relative to the best compared isomer or geometry (same formula, charge and spin) = 91.8 kcal/mol

Geometry (Å):
C: -1.0991 -0.8884 -1.6025
N: 1.1675 0.7436 0.7385
C: -0.0405 0.2390 0.3991
C: -0.0162 -0.9289 -0.5585
N: 0.9042 1.8445 1.7943
N: 0.8559 -1.8303 -0.3772
O: -1.1197 0.6922 0.8378
H: 1.4274 0.8088 2.0153
H: -0.1919 1.8609 1.8449
H: 1.4814 2.6381 1.5482
H: 0.7512 -2.5878 -1.0553
H: -1.0638 -1.7769 -2.2333
H: -2.0737 -0.8120 -1.1185
H: -0.9829 -0.0029 -2.2327

Forces on atoms 1 to 3 (eV/Å):
0.05 -0.07 0.01
-0.04 -0.19 -0.87
-0.23 0.68 0.91



Record 5
A cluster of 2 separate species, C4H9N2O in total in a non-equilibrium geometry, computed with ωB97M-V with the def2-TZVPD basis set.

Properties
E = -9308.7423 eV
Largest force on an atom = 0.0766 hartree/bohr
Charge = +1
Kohn-Sham gap (alpha / beta) = 5.96 / 8.88 eV
E_HOMO (alpha / beta) = -9.82 / -14.19 eV
2S+1 = 3
Lowest unoccupied orbital energy (alpha / beta) = -3.85 / -5.31 eV
Energy relative to the best compared isomer or geometry (same formula, charge and spin) = 45.5 kcal/mol

Geometry (Å):
C: 2.4720 -0.1708 0.0817
C: -0.9987 0.7771 0.9309
C: -0.3127 0.7383 -0.3712
C: -0.7520 -0.5356 0.1988
N: 3.1563 0.7833 -0.5552
N: -2.1404 -1.1125 -0.2822
O: 2.4365 -1.1019 0.7961
H: -0.3564 0.9729 1.8765
H: -2.0304 1.1987 1.0445
H: -0.7065 1.2447 -1.3296
H: -0.0359 -1.4265 0.4531
H: 2.5844 1.3123 -1.2406
H: 4.1223 0.7299 -0.4401
H: -2.7772 -0.2278 -0.5793
H: -2.7108 -1.3941 0.5657
H: -1.9504 -1.7879 -1.1491

Forces on atoms 1 to 3 (eV/Å):
-2.71 1.83 -2.20
1.58 0.37 2.07
-2.52 0.97 -1.79



Record 6
An isolated molecule of C5H7NO, computed with ωB97M-V with the def2-TZVPD basis set.

Properties
E = -8832.0759 eV
Largest force on an atom = 0.0166 hartree/bohr
Kohn-Sham gap = 8.88 eV
E_HOMO = -8.29 eV
Lowest unoccupied orbital energy = 0.59 eV
Energy relative to the best compared isomer or geometry (same formula, charge and spin) = 95.2 kcal/mol

Geometry (Å):
O: -2.9052 -0.6859 0.1675
C: -2.3800 0.1964 0.8636
N: -0.7027 0.4659 0.2454
C: -0.2125 -0.6514 -0.0573
C: 1.1213 -0.8863 -0.6627
C: 2.0430 0.2400 -0.5497
C: 2.8006 1.1731 -0.4886
H: -2.6841 1.2609 0.7781
H: -0.1669 1.3256 0.2619
H: -0.9177 -1.4903 0.0432
H: -1.9115 -0.0572 1.8531
H: 1.5577 -1.8180 -0.2915
H: 0.8589 -1.0520 -1.7152
H: 3.4990 1.9792 -0.4478

Forces on atoms 1 to 3 (eV/Å):
-0.12 -0.06 0.26
-0.36 0.09 0.49
0.46 -0.26 0.06



Record 7
A cluster of 2 separate species, C6H12S4Si in total in a non-equilibrium geometry, computed with ωB97M-V with the def2-TZVPD basis set.

Properties
E = -57629.4521 eV
Largest force on an atom = 0.0705 hartree/bohr
Kohn-Sham gap (alpha / beta) = 6.44 / 6.48 eV
E_HOMO (alpha / beta) = -8.18 / -8.47 eV
Lowest unoccupied orbital energy (alpha / beta) = -1.74 / -1.99 eV
Energy relative to the best compared isomer or geometry (same formula, charge and spin) = 110.2 kcal/mol

Geometry (Å):
C: -0.7115 1.1650 -0.7985
C: 0.8126 -1.2767 0.3130
C: -2.1953 -1.5181 -0.5049
C: -1.2182 -0.0406 2.0291
C: 1.0942 0.1330 -2.6893
C: 2.0623 1.2168 1.2125
Si: -0.8527 -0.4203 0.1177
S: -0.5342 3.0365 1.1963
S: 0.7975 -2.9046 0.1830
S: 0.0420 1.6037 -2.2526
S: 2.3938 -0.5479 0.7913
H: -3.1294 -0.8315 -0.8056
H: -1.8862 -1.9839 -1.3848
H: -2.5713 -2.2346 0.2320
H: -0.2909 0.1983 2.5077
H: -1.8749 0.9221 1.9938
H: -1.7777 -0.8684 2.4260
H: 2.1103 0.1780 -2.0784
H: 1.2730 0.2239 -3.7252
H: 0.6534 -0.8388 -2.5481
H: 2.1116 1.4966 2.2895
H: 0.9778 1.5443 0.9086
H: 2.7138 1.7473 0.5872

Forces on atoms 1 to 3 (eV/Å):
0.65 2.16 -1.22
1.49 -0.25 0.17
-2.64 2.30 0.15



Record 8
A cluster of 12 separate species, C48H132N12O12 in total in a non-equilibrium geometry, computed with ωB97M-V with the def2-TZVPD basis set.

Properties
SMILES string = COC[C@H](C)N.COC[C@H](C)N.COC[C@H](C)N.COC[C@H](C)N.COC[C@H](C)N.COC[C@H](C)N.COC[C@H](C)N.COC[C@H](C)N.COC[C@H](C)N.COC[C@H](C)N.COC[C@H](C)N.COC[C@H](C)N
E = -94358.2541 eV
Largest force on an atom = 0.0984 hartree/bohr
Kohn-Sham gap = 9.42 eV
E_HOMO = -8.84 eV
Lowest unoccupied orbital energy = 0.58 eV
Energy relative to the best compared isomer or geometry (same formula, charge and spin) = 115.9 kcal/mol

Geometry (Å):
C: 0.0657 2.8191 -5.7939
O: 1.4300 2.9898 -5.7073
C: 2.1697 1.7561 -5.7542
C: 3.6251 1.8855 -5.5789
C: 4.2646 0.4961 -5.6128
N: 3.9222 2.4925 -4.3242
H: -0.3620 3.7696 -5.6199
H: -0.3203 2.0441 -5.0594
H: -0.1959 2.6206 -6.8139
H: 1.8809 1.1836 -4.8629
H: 2.0434 1.1710 -6.7354
H: 4.0437 2.4502 -6.4570
H: 3.9652 -0.0954 -6.4819
H: 3.8264 0.0051 -4.7404
H: 5.3615 0.4873 -5.5346
H: 4.8457 2.7818 -4.3033
H: 3.3706 3.3007 -4.1630
C: -3.0567 1.0729 -2.2585
O: -2.8823 -0.2176 -1.5853
C: -3.9359 -0.5717 -0.6501
C: -3.6070 -1.9974 -0.1780
C: -3.8169 -2.8573 -1.4330
N: -4.6947 -2.3930 0.8208
H: -2.7195 1.0362 -3.2450
H: -2.5042 1.9031 -1.7424
H: -4.1098 1.3646 -2.1296
H: -3.9948 0.2059 0.1807
H: -4.9403 -0.7080 -1.1422
H: -2.6169 -2.1808 0.2662
H: -4.8300 -2.6106 -1.9033
H: -3.8200 -3.8552 -1.0356
H: -3.0205 -2.7475 -2.1394
H: -4.7264 -3.4400 1.0841
H: -4.4907 -1.9675 1.6953
C: 4.4807 -2.3568 -2.8715
O: 5.7914 -2.0988 -3.2800
C: 6.0879 -2.8115 -4.4900
C: 7.5703 -2.5115 -4.8053
C: 7.8173 -1.1321 -5.3612
N: 8.2521 -3.5154 -5.6985
H: 4.4545 -1.8873 -1.8694
H: 4.2237 -3.4035 -2.6927
H: 3.7830 -2.0254 -3.5803
H: 5.8489 -3.8921 -4.4541
H: 5.5308 -2.3796 -5.3179
H: 8.2145 -2.6285 -3.8623
H: 8.8392 -1.0209 -5.7382
H: 7.4112 -0.3752 -4.6845
H: 7.2928 -1.0198 -6.2675
H: 8.1470 -4.4002 -5.2450
H: 7.8383 -3.5966 -6.5413
C: 4.9458 0.7679 4.2426
O: 5.3598 -0.5583 4.6102
C: 4.2297 -1.4528 4.5837
C: 4.7238 -2.9573 4.4864
C: 5.6616 -3.0052 3.3094
N: 3.5419 -3.8009 4.2853
H: 5.7482 1.4395 4.3357
H: 4.2200 1.1813 4.9640
H: 4.6438 0.9456 3.2095
H: 3.5723 -1.3708 5.4626
H: 3.6093 -1.1875 3.6513
H: 5.1959 -3.1532 5.4761
H: 6.4055 -2.2209 3.5260
H: 5.1284 -2.6377 2.3995
H: 6.1411 -3.9586 3.1625
H: 3.5676 -4.6952 4.7552
H: 3.4736 -3.9552 3.3035
C: -3.8766 -1.3056 -5.8688
O: -2.9285 -1.7064 -4.9117
C: -1.6255 -1.8599 -5.4014
C: -0.7118 -2.4675 -4.3682
C: 0.6967 -2.3770 -4.8794
N: -1.0811 -3.8690 -4.1064
H: -4.8151 -1.4423 -5.3286
H: -3.7915 -2.0172 -6.7462
H: -3.8150 -0.2853 -6.1200
H: -1.6161 -2.4453 -6.3146
H: -1.2210 -0.8495 -5.6701
H: -0.8034 -1.7933 -3.5124
H: 1.4048 -2.9098 -4.2728
H: 0.8993 -1.3006 -4.8264
H: 0.6619 -2.6995 -5.9146
H: -0.9447 -4.4020 -4.9622
H: -2.0905 -3.9630 -3.9191
C: -4.4925 2.9484 3.4430
O: -3.7007 4.0883 3.2811
C: -3.8491 4.8688 4.4868
C: -3.1493 6.1950 4.3535
C: -1.6507 6.1490 4.0324
N: -3.3820 6.8468 5.6617
H: -4.1410 2.3170 4.2518
H: -4.4179 2.3662 2.5176
H: -5.5637 3.2133 3.5697
H: -4.9063 4.9701 4.7982
H: -3.3153 4.3462 5.3557
H: -3.5954 6.6570 3.5100
H: -1.4783 5.5797 3.1227
H: -1.0915 5.6332 4.8459
H: -1.1622 7.1202 3.9460
H: -2.9015 7.7423 5.7509
H: -4.3857 6.9921 5.8182
C: -1.4272 1.1190 1.9071
O: -0.2635 1.3868 1.0927
C: 0.4150 0.1824 0.6568
C: 1.1931 0.4549 -0.6145
C: 2.3002 1.4797 -0.4197
N: 0.3271 0.9748 -1.6153
H: -1.1694 0.7369 2.9385
H: -2.0642 0.4184 1.3352
H: -1.9436 2.0856 2.1795
H: 1.0259 -0.3250 1.4377
H: -0.4278 -0.4894 0.4065
H: 1.6692 -0.4217 -0.9537
H: 1.7840 2.3874 -0.1498
H: 2.8912 1.6239 -1.3555
H: 2.8899 1.0733 0.4037
H: -0.0684 1.8532 -1.3321
H: -0.4903 0.3687 -1.6388
C: 2.4977 5.1831 1.9573
O: 2.4546 4.6666 3.2434
C: 1.4246 3.6287 3.3483
C: 1.2057 3.2795 4.8099
C: 0.1543 2.1952 4.9078
N: 0.7503 4.4237 5.5422
H: 3.4781 5.6683 1.7430
H: 1.7341 6.0043 1.8606
H: 2.2729 4.5396 1.1167
H: 0.5018 3.9520 2.8649
H: 1.8221 2.7194 2.8116
H: 2.1835 2.9175 5.2456
H: 0.2639 1.2842 4.3399
H: -0.8651 2.5236 4.8475
H: 0.1760 1.8780 5.9685
H: 1.1645 5.2814 5.2836
H: 0.7861 4.3449 6.5484
C: -4.0393 -0.8751 4.9247
O: -4.9360 -0.8375 3.8011
C: -6.3578 -0.9449 3.9952
C: -7.1012 -0.8924 2.6487
C: -7.1730 0.5068 2.0441
N: -8.4144 -1.4317 3.0691
H: -4.4063 -0.1730 5.6670
H: -3.0866 -0.5767 4.6993
H: -4.1502 -1.9508 5.2476
H: -6.5358 -1.8447 4.5384
H: -6.6759 -0.0124 4.5029
H: -6.6346 -1.7075 2.0221
H: -7.6078 1.1635 2.8378
H: -7.9262 0.5334 1.2043
H: -6.2455 0.9592 1.7425
H: -8.9524 -1.7309 2.2321
H: -8.9899 -0.7644 3.6625
C: -0.2519 -2.5723 3.3366
O: -1.3259 -3.1359 2.6739
C: -1.9722 -4.0779 3.4952
C: -3.3147 -4.4568 2.9200
C: -4.1400 -5.3388 3.8594
N: -3.2521 -5.1087 1.5874
H: -0.4526 -2.3007 4.3549
H: -0.0043 -1.6131 2.8693
H: 0.6302 -3.2131 3.4712
H: -1.4250 -4.9835 3.7002
H: -2.1489 -3.6592 4.4735
H: -3.9405 -3.5557 2.7406
H: -3.7615 -6.3606 3.9321
H: -5.2388 -5.2362 3.6253
H: -4.0645 -4.9519 4.8645
H: -2.8713 -6.0749 1.6139
H: -2.5294 -4.6218 1.0189
C: 3.1868 -5.6754 -3.2333
O: 2.9118 -5.1635 -1.9042
C: 1.5482 -5.0019 -1.6385
C: 1.2233 -4.0291 -0.5403
C: 2.1608 -4.2871 0.5743
N: -0.1578 -4.3518 -0.1056
H: 2.6911 -5.1250 -4.0017
H: 2.7822 -6.7403 -3.2510
H: 4.2597 -5.6537 -3.4489
H: 1.0403 -4.6168 -2.5641
H: 1.0935 -5.9767 -1.4642
H: 1.3477 -3.0469 -1.0182
H: 3.1782 -3.9860 0.4265
H: 2.0860 -5.3323 0.8908
H: 1.8305 -3.6418 1.3682
H: -0.7321 -4.4784 -0.9509
H: -0.6324 -3.5803 0.4337
C: -1.4352 4.4455 -0.0365
O: -0.1884 4.9463 -0.5121
C: -0.3588 5.6508 -1.7782
C: 0.9891 5.9237 -2.3770
C: 0.9744 6.7017 -3.6372
N: 1.7834 4.6906 -2.5693
H: -1.2677 3.8279 0.8251
H: -1.9304 3.7950 -0.7679
H: -2.1751 5.2188 0.1571
H: -0.9464 5.0077 -2.4508
H: -0.9504 6.5615 -1.5827
H: 1.4372 6.5895 -1.6516
H: 1.1669 6.0034 -4.4752
H: 1.6434 7.5354 -3.8106
H: -0.0358 7.1488 -3.7531
H: 1.3341 4.0764 -3.2434
H: 1.7114 4.1452 -1.6915

Forces on atoms 1 to 3 (eV/Å):
-0.37 -1.11 0.57
2.24 -0.47 0.07
-1.30 -0.83 -0.61